# 1
{"formula": "C17H20O2", "method": "ωB97M-V/def2-TZVPD", "max_force_ev_per_a": 9.77, "homo_energy_ev": -8.46, "lumo_ev": 0.1, "mol_weight_g_mol": 256.35, "energy_ha": -809.61716, "homo_lumo_gap_ev": 8.6, "species": ["C", "C", "C", "C", "C", "C", "O", "C", "O", "C", "C", "C", "C", "C", "C", "C", "C", "C", "C", "H", "H", "H", "H", "H", "H", "H", "H", "H", "H", "H", "H", "H", "H", "H", "H", "H", "H", "H", "H"], "positions_angstrom": [[-0.629, 3.836, 0.907], [-0.840, 2.749, 1.799], [-1.038, 1.587, 2.971], [0.339, 0.693, 3.071], [0.088, -0.933, 3.143], [-0.649, -1.554, 1.817], [-1.239, -2.931, 1.903], [-1.561, -3.250, 0.472], [-2.693, -3.699, -0.074], [-0.117, -2.814, -0.235], [0.021, -1.249, 0.315], [1.638, -1.015, 0.235], [2.146, 0.068, -0.880], [1.054, 0.456, -2.037], [0.579, 2.059, -2.076], [-0.545, 2.582, -3.149], [-1.162, 1.485, -4.199], [-0.705, -0.100, -4.179], [0.418, -0.657, -3.100], [-0.226, 4.542, 0.039], [-1.155, 2.188, 3.993], [-2.019, 0.965, 2.831], [0.843, 0.987, 4.113], [1.112, 1.021, 2.232], [-0.598, -1.129, 4.080], [1.111, -1.468, 3.344], [-1.655, -0.912, 1.784], [-0.146, -3.005, -1.388], [0.635, -3.599, 0.259], [-0.724, -0.444, -0.089], [2.139, -0.697, 1.269], [2.141, -2.052, -0.043], [2.532, 1.023, -0.293], [3.084, -0.404, -1.448], [1.050, 2.810, -1.281], [-0.846, 3.723, -3.117], [-1.969, 1.801, -5.016], [-1.183, -0.884, -4.942], [0.767, -1.777, -3.032]], "forces_ev_per_a": [[-0.7, -7.9, 5.7], [1.4, 6.9, -5.6], [0.4, 1.7, -0.1], [0.4, 0.1, 0.5], [0.1, -0.7, 0.2], [-1.9, 3.0, 0.2], [-0.4, 0.6, -2.8], [-2.8, -1.1, -2.2], [7.5, 2.9, 4.4], [-2.4, -0.7, -0.2], [0.6, -2.8, 1.4], [0.8, 0.0, 0.2], [0.3, 0.0, -0.8], [-2.3, 1.6, -1.8], [-1.7, -2.7, -2.5], [1.7, -4.3, 0.4], [2.2, -1.2, 2.2], [1.7, 2.1, 2.6], [-1.3, 4.9, 0.2], [-1.3, -2.0, 2.5], [0.2, -1.3, -2.3], [2.0, 1.3, -0.1], [-1.0, -0.7, -2.3], [-1.8, -0.8, 1.7], [1.3, 0.2, -1.9], [-1.9, 1.0, -0.4], [2.1, -1.1, 0.0], [0.0, 0.6, 2.2], [-1.4, 2.2, -1.0], [2.0, -1.7, -0.1], [-1.3, -0.7, -2.1], [-1.2, 2.2, 0.7], [-1.0, -1.8, -1.6], [-2.0, 1.1, 1.3], [-1.1, -1.9, -2.0], [0.5, -2.7, -0.3], [2.0, -0.7, 2.1], [1.1, 2.1, 1.9], [-0.8, 2.5, -0.3]]}


# 2
{"formula": "C7H18ClI2O2P2Yb", "method": "ωB97M-V/def2-TZVPD", "max_force_ev_per_a": 4.04, "homo_energy_ev": [-15.78, -16.08], "total_charge": 2, "lumo_ev": [-10.9, -10.8], "mol_weight_g_mol": 658.47, "energy_ha": -3324.53028, "spin_multiplicity": 2, "homo_lumo_gap_ev": [4.9, 5.3], "de_lowest_ev": 0.0000, "species": ["I", "I", "Yb", "P", "C", "C", "H", "H", "H", "C", "H", "H", "H", "H", "H", "H", "C", "O", "Cl", "C", "P", "C", "C", "O", "H", "H", "H", "H", "H", "H", "H", "H", "H"], "positions_angstrom": [[-0.955, -2.078, -0.692], [-1.347, 3.070, -1.188], [-0.418, 0.724, 0.419], [0.022, 0.089, -2.794], [-1.521, 0.076, -3.807], [0.871, 1.462, -3.700], [1.855, -1.444, -3.180], [0.983, -1.080, -4.707], [0.295, -2.229, -3.504], [0.873, -1.311, -3.641], [1.861, 1.605, -3.255], [0.964, 1.200, -4.761], [-1.264, 0.091, -4.873], [-2.115, 0.960, -3.556], [0.303, 2.390, -3.580], [-2.099, -0.823, -3.575], [-2.778, 0.422, -0.457], [-3.824, 0.211, -0.889], [1.918, 0.404, -0.712], [-0.111, 0.419, 5.203], [0.154, 0.009, 3.485], [-0.178, -1.745, 3.223], [1.863, 0.334, 3.016], [-0.763, 0.853, 2.603], [0.803, 0.837, 5.650], [-0.402, -0.478, 5.766], [-0.921, 1.170, 5.273], [-1.214, -1.963, 3.511], [-0.055, -2.030, 2.165], [0.500, -2.352, 3.833], [2.085, -0.088, 2.019], [2.050, 1.416, 2.967], [2.565, -0.121, 3.737]], "forces_ev_per_a": [[0.5, 0.8, -0.4], [0.6, -0.8, 0.4], [-0.3, 0.7, -0.1], [0.2, -0.4, -3.7], [-0.9, 0.0, 1.2], [0.4, 0.8, 1.4], [0.0, -0.1, -0.2], [-0.1, 0.2, 0.3], [0.1, 0.1, -0.1], [0.3, -0.4, 1.3], [-0.1, 0.1, -0.3], [-0.2, -0.3, 0.3], [0.3, 0.0, 0.3], [0.0, -0.2, -0.2], [0.1, -0.2, -0.1], [0.0, 0.1, -0.1], [-3.8, -0.8, -1.0], [3.5, 0.8, 1.4], [-1.2, 0.1, 0.2], [-0.1, 0.2, 0.4], [0.6, -0.6, 1.2], [0.0, 0.0, 0.0], [0.3, -0.2, -0.1], [-0.1, 0.1, -2.3], [-0.3, -0.1, -0.1], [0.1, 0.3, -0.1], [0.4, -0.4, -0.1], [0.2, 0.1, 0.0], [0.1, 0.1, 0.4], [-0.1, 0.1, -0.1], [0.0, 0.0, 0.4], [-0.1, -0.2, 0.2], [-0.3, 0.2, -0.3]]}


# 3
{"formula": "C2H4O3", "method": "ωB97M-V/def2-TZVPD", "max_force_ev_per_a": 1.64, "homo_energy_ev": -10.83, "lumo_ev": 0.4, "mol_weight_g_mol": 76.05, "energy_ha": -304.32905, "homo_lumo_gap_ev": 11.2, "de_lowest_ev": 0.3439, "species": ["C", "C", "H", "H", "H", "H", "O", "O", "O"], "positions_angstrom": [[0.658, -0.205, 0.225], [-0.726, 0.240, -0.264], [-0.411, -1.598, 1.041], [1.013, 0.559, 0.967], [1.368, -0.236, -0.619], [0.067, 1.714, -1.209], [0.559, -1.464, 0.802], [-0.812, 1.395, -0.959], [-1.716, -0.405, 0.016]], "forces_ev_per_a": [[-0.2, 0.6, 0.1], [-0.8, -0.5, 0.3], [1.5, 0.3, -0.5], [-0.2, -0.4, -0.6], [-0.2, 0.0, 0.2], [-0.1, -0.1, 0.2], [-1.3, -0.4, 0.6], [0.1, -0.4, 0.1], [1.1, 0.9, -0.4]]}